No. 1
The following is a quantum chemistry calculation of a cluster of 7 separate species, C26H69N3O8 in total, from OMol25.

Geometry (Å):
C  2.501  -2.192  -5.333
C  2.689  -3.605  -4.757
N  2.006  -3.915  -3.515
C  0.570  -4.068  -3.771
C  -0.150  -4.940  -2.778
C  2.156  -2.861  -2.428
C  3.579  -2.623  -1.916
H  1.427  -1.989  -5.499
H  2.941  -2.122  -6.350
H  2.943  -1.461  -4.749
H  2.286  -4.302  -5.495
H  3.754  -3.877  -4.758
H  0.163  -3.071  -3.844
H  0.412  -4.517  -4.742
H  0.096  -4.737  -1.728
H  -1.297  -4.844  -2.922
H  0.127  -6.003  -2.945
H  1.519  -3.183  -1.640
H  1.738  -1.967  -2.842
H  3.547  -2.002  -1.034
H  4.088  -2.090  -2.707
H  4.025  -3.569  -1.528
C  -1.070  4.651  1.202
C  -2.140  4.037  0.395
N  -3.357  3.780  1.165
C  -3.865  4.883  2.013
C  -4.976  4.534  2.932
C  -4.307  3.133  0.314
C  -4.975  3.992  -0.773
H  -1.527  5.662  1.466
H  -0.167  4.694  0.512
H  -0.778  4.087  2.095
H  -2.310  4.763  -0.417
H  -1.811  3.067  0.003
H  -2.972  5.144  2.620
H  -4.202  5.730  1.390
H  -5.807  4.122  2.311
H  -4.690  3.827  3.656
H  -5.318  5.484  3.297
H  -5.137  2.647  0.844
H  -3.690  2.287  -0.019
H  -4.217  4.497  -1.388
H  -5.639  4.740  -0.368
H  -5.571  3.407  -1.489
C  1.935  -4.219  1.136
C  1.651  -4.040  2.616
N  1.875  -2.674  3.206
C  1.362  -2.704  4.605
C  1.753  -1.512  5.408
C  3.231  -2.145  2.867
C  4.447  -2.829  3.384
H  1.276  -3.524  0.555
H  1.757  -5.246  0.805
H  2.962  -3.904  0.914
H  0.597  -4.265  2.784
H  2.221  -4.781  3.196
H  0.321  -2.773  4.505
H  1.680  -3.686  5.003
H  1.208  -1.376  6.323
H  2.790  -1.487  5.676
H  1.381  -0.620  4.848
H  3.290  -1.049  3.110
H  3.277  -2.253  1.795
H  4.678  -3.739  2.848
H  4.551  -3.088  4.462
H  5.231  -2.144  3.113
O  -2.494  1.501  -2.598
C  -2.420  2.859  -3.117
C  -0.952  3.069  -3.576
O  -0.725  2.073  -4.589
H  -2.421  0.910  -3.372
H  -3.134  3.109  -3.874
H  -2.634  3.516  -2.263
H  -0.316  2.902  -2.660
H  -0.824  4.018  -4.117
H  0.110  1.639  -4.268
O  0.111  -1.273  1.564
C  0.475  -0.062  0.918
C  -0.602  0.161  -0.136
O  -0.228  1.193  -1.067
H  0.812  -1.523  2.184
H  0.522  0.714  1.617
H  1.429  -0.147  0.447
H  -1.438  0.517  0.385
H  -0.867  -0.668  -0.681
H  -0.990  1.446  -1.599
O  -1.194  -0.845  3.867
C  -2.565  -0.553  4.083
C  -2.914  0.882  3.781
O  -2.996  1.139  2.397
H  -1.053  -1.160  2.953
H  -3.177  -1.168  3.467
H  -2.862  -0.682  5.149
H  -2.235  1.507  4.334
H  -3.887  1.124  4.301
H  -2.896  2.112  2.169
O  1.451  0.982  -3.358
C  2.681  1.723  -3.246
C  3.249  1.710  -1.831
O  2.564  2.362  -0.863
H  0.981  0.917  -2.523
H  3.404  1.264  -3.986
H  2.514  2.779  -3.510
H  4.284  2.152  -1.943
H  3.425  0.676  -1.493
H  1.745  1.945  -0.584

max |F| = 3.09 eV/Å
structure (SMILES) = CCN(CC)CC.CCN(CC)CC.CCN(CC)CC.OCCO.OCCO.OCCO.OCCO
spin multiplicity = 1


No. 2
The following is a quantum chemistry calculation of a cluster of 2 separate species, C4H8N2O2 in total, from OMol25.

Geometry (Å):
C  1.573  -0.526  -0.475
C  -1.242  -0.096  0.459
C  0.833  1.340  0.713
N  -2.024  -0.984  1.136
N  1.229  -0.128  -1.725
C  0.117  0.140  0.965
O  0.349  2.149  -0.233
O  -1.638  0.409  -0.605
H  -0.510  1.824  -0.599
H  -1.782  -1.288  2.063
H  -2.965  -1.131  0.808
H  1.499  0.816  -1.971
H  0.280  -0.335  -2.013
H  1.305  -1.544  -0.228
H  2.543  -0.209  -0.123
H  0.435  -0.437  1.828

max |F| = 1.15 eV/Å
spin multiplicity = 1


No. 3
The following is a quantum chemistry calculation of an isolated molecule of C5H6O, from OMol25.

Geometry (Å):
C  -2.410  -0.776  1.335
C  -1.316  -0.192  0.901
O  -0.488  0.860  0.878
C  -0.004  -0.222  0.089
C  0.994  -0.355  -0.752
C  1.863  0.816  -0.972
H  -3.151  -0.295  1.902
H  -2.548  -1.787  1.076
H  0.941  -1.327  -1.313
H  2.816  0.507  -1.530
H  2.132  1.352  -0.025
H  1.172  1.418  -1.589

max |F| = 4.41 eV/Å
structure (SMILES) = C=C1O/C1=C\C
spin multiplicity = 1


No. 4
The following is a quantum chemistry calculation of an isolated molecule of C6H6, from OMol25.

Geometry (Å):
C  3.021  0.393  0.067
C  2.157  0.036  -0.707
C  1.144  -1.017  -0.456
C  -0.156  -0.404  -0.162
C  -1.217  0.133  0.045
C  -2.534  0.767  0.261
H  3.652  0.595  0.884
H  1.135  -1.675  -1.307
H  1.442  -1.628  0.429
H  -2.517  1.415  1.133
H  -2.820  1.369  -0.601
H  -3.306  0.015  0.415

max |F| = 2.58 eV/Å
structure (SMILES) = C#CCC#CC
spin multiplicity = 1


Across the entries above, HOMO takes the values -0.30497, -0.27274, -0.34169, -0.34658 Eh, respectively.